[1]
Below is 12 unconnected molecules or ions with the total composition C66H148N6O16P2 in a non-equilibrium geometry, with properties calculated with the ωB97M-V functional and the def2-TZVPD basis.

CARTESIAN COORDINATES (ANGSTROEM)
C 6.052 2.201 -4.354
C 6.846 2.971 -5.479
O 7.091 4.145 -5.556
N 7.502 2.175 -6.557
H 6.922 1.401 -6.847
H 7.740 2.686 -7.395
C 8.841 1.602 -6.099
H 6.651 1.538 -3.729
H 5.172 1.616 -4.622
H 5.723 2.867 -3.556
H 9.298 1.048 -6.920
H 8.708 0.917 -5.262
H 9.437 2.491 -5.890
C -0.922 -5.081 -3.128
C -0.628 -5.707 -4.442
O -0.206 -6.844 -4.518
N -0.725 -4.718 -5.651
H -1.260 -5.198 -6.360
H -1.428 -4.040 -5.394
C 0.555 -4.134 -6.252
H -1.505 -4.160 -3.143
H 0.003 -4.829 -2.609
H -1.375 -5.822 -2.469
H 1.196 -4.910 -6.671
H 1.083 -3.578 -5.477
H 0.293 -3.430 -7.042
C -11.111 0.620 -1.302
C -9.961 -0.354 -1.084
O -10.138 -1.359 -0.426
N -8.500 0.071 -1.467
H -8.142 -0.090 -2.398
H -8.416 1.069 -1.334
C -7.432 -0.577 -0.454
H -11.039 1.019 -2.314
H -11.059 1.458 -0.608
H -12.120 0.226 -1.179
H -6.484 -0.215 -0.853
H -7.380 -1.664 -0.502
H -7.442 -0.267 0.591
C -1.389 2.124 -3.294
C -0.607 1.475 -2.188
O 0.099 0.486 -2.405
N -0.696 2.053 -0.734
H -1.483 2.686 -0.733
H -0.988 1.376 -0.044
C 0.716 2.655 -0.357
H -2.457 2.020 -3.103
H -1.284 1.568 -4.225
H -1.058 3.162 -3.254
H 1.007 3.486 -1.000
H 1.434 1.882 -0.630
H 0.813 2.802 0.719
C 0.049 4.395 -8.603
C -0.935 5.245 -9.325
C -2.283 5.167 -8.574
C -3.314 6.149 -9.235
N -4.534 6.510 -8.347
C -4.992 5.200 -7.605
C -6.468 5.526 -7.154
C -7.025 6.470 -8.155
C -5.862 6.910 -9.050
C -4.193 7.608 -7.256
H 0.532 4.833 -7.730
H 0.821 4.127 -9.324
H -0.306 3.399 -8.338
H -0.971 5.081 -10.402
H -0.553 6.264 -9.392
H -2.152 5.322 -7.503
H -2.773 4.194 -8.620
H -3.636 5.794 -10.214
H -2.785 7.070 -9.478
H -4.301 4.913 -6.813
H -5.007 4.460 -8.406
H -6.456 5.982 -6.164
H -7.099 4.655 -6.979
H -7.619 7.357 -7.934
H -7.761 5.882 -8.703
H -5.891 7.901 -9.503
H -5.835 6.209 -9.885
H -5.107 7.849 -6.712
H -3.975 8.482 -7.870
H -3.294 7.303 -6.721
C 11.152 -0.949 8.337
C 10.217 0.044 7.524
C 8.844 -0.632 7.386
C 7.851 0.451 6.853
N 6.339 0.007 6.736
C 5.337 1.203 6.677
C 4.005 0.632 7.045
C 4.265 -0.633 7.874
C 5.777 -0.727 7.983
C 6.243 -0.787 5.453
H 11.000 -1.939 7.907
H 10.867 -0.968 9.389
H 12.162 -0.556 8.218
H 10.547 0.358 6.534
H 10.122 0.978 8.078
H 8.552 -1.093 8.329
H 8.842 -1.570 6.830
H 8.250 0.798 5.900
H 7.912 1.262 7.579
H 5.401 1.590 5.660
H 5.769 1.887 7.409
H 3.439 0.380 6.149
H 3.431 1.362 7.615
H 3.884 -1.482 7.308
H 3.824 -0.684 8.869
H 6.115 -1.763 7.963
H 6.204 -0.227 8.852
H 6.887 -1.650 5.626
H 6.543 -0.150 4.621
H 5.254 -1.208 5.273
C 0.220 7.440 5.588
C -1.056 7.193 4.833
C -1.975 6.367 5.830
C -3.263 5.863 5.049
P -4.653 5.247 6.118
C -3.945 4.212 7.507
C -4.718 2.972 7.900
C -3.991 2.366 9.094
C -4.616 1.002 9.407
C -5.361 6.770 6.952
C -6.504 7.520 6.207
C -6.636 8.912 6.795
C -7.302 10.011 5.975
C -6.009 4.409 5.161
C -7.145 3.715 5.959
C -8.366 3.399 5.069
C -8.939 4.602 4.499
H 0.704 6.464 5.621
H -0.005 7.771 6.602
H 0.951 8.201 5.316
H -0.817 6.768 3.858
H -1.577 8.100 4.526
H -2.209 6.824 6.791
H -1.380 5.497 6.108
H -2.921 5.162 4.287
H -3.652 6.686 4.449
H -3.769 4.849 8.374
H -2.945 3.959 7.155
H -4.633 2.278 7.064
H -5.771 3.200 8.066
H -4.243 3.042 9.911
H -2.934 2.275 8.842
H -4.502 0.227 8.648
H -5.704 1.073 9.441
H -4.113 0.658 10.310
H -4.542 7.435 7.228
H -5.912 6.416 7.823
H -7.412 6.941 6.038
H -6.377 7.620 5.129
H -5.634 9.242 7.071
H -7.209 8.878 7.721
H -7.569 10.841 6.629
H -8.202 9.721 5.433
H -6.672 10.470 5.214
H -5.545 3.766 4.413
H -6.276 5.307 4.606
H -7.483 4.453 6.687
H -6.755 2.781 6.364
H -9.189 2.959 5.631
H -8.135 2.738 4.233
H -8.325 5.167 3.799
H -9.227 5.271 5.310
H -9.913 4.383 4.062
C 0.566 -10.449 -1.054
C 1.366 -11.656 -0.463
C 2.781 -11.713 -1.107
C 3.524 -10.330 -0.941
P 4.972 -10.058 -2.038
C 4.554 -10.334 -3.776
C 5.766 -10.193 -4.722
C 5.453 -9.151 -5.824
C 4.245 -9.315 -6.712
C 6.273 -11.174 -1.434
C 7.083 -10.613 -0.181
C 8.088 -11.383 0.654
C 8.529 -10.531 1.913
C 5.653 -8.301 -1.777
C 4.740 -7.262 -2.420
C 5.125 -5.799 -2.167
C 4.818 -5.281 -0.706
H 0.993 -9.466 -0.855
H -0.426 -10.472 -0.603
H 0.637 -10.411 -2.141
H 0.768 -12.509 -0.787
H 1.408 -11.608 0.625
H 2.771 -11.979 -2.164
H 3.411 -12.518 -0.729
H 3.774 -10.190 0.111
H 3.046 -9.403 -1.257
H 3.707 -9.687 -4.007
H 4.156 -11.349 -3.786
H 6.184 -11.106 -5.147
H 6.578 -9.736 -4.156
H 6.358 -9.009 -6.415
H 5.312 -8.142 -5.437
H 4.300 -10.267 -7.240
H 4.214 -8.413 -7.324
H 3.312 -9.165 -6.168
H 6.882 -11.306 -2.328
H 5.748 -12.117 -1.286
H 6.375 -10.193 0.534
H 7.594 -9.679 -0.413
H 8.924 -11.757 0.064
H 7.672 -12.324 1.015
H 8.809 -11.140 2.772
H 7.737 -9.870 2.266
H 9.457 -10.002 1.695
H 6.703 -8.239 -2.063
H 5.760 -8.133 -0.706
H 3.749 -7.424 -1.996
H 4.719 -7.337 -3.507
H 4.525 -5.177 -2.832
H 6.157 -5.643 -2.481
H 4.998 -4.206 -0.683
H 5.436 -5.768 0.047
H 3.755 -5.350 -0.475
O -5.448 6.406 -1.111
C -5.900 5.150 -0.948
O -5.169 4.226 -0.642
O -7.084 4.909 -1.025
H -4.505 6.300 -0.965
O -1.406 -1.696 4.964
C -1.868 -1.115 3.867
O -2.220 0.046 3.816
O -1.637 -1.676 2.804
H -0.850 -2.312 4.482
O -6.423 -2.305 -7.293
C -5.972 -1.448 -6.355
O -6.684 -0.482 -6.006
O -4.957 -1.826 -5.818
H -5.638 -2.856 -7.241
O 1.127 7.291 -3.324
C 0.463 8.198 -2.699
O 0.922 9.340 -2.747
O -0.631 7.982 -2.198
H 1.743 7.963 -3.626

## Properties
Charge ... +4
E_HOMO ... -10.01 eV
Orbital gap ... 2.434 eV
2S+1 ... 1
LUMO ... -7.572 eV

***

[2]
Below is 7 unconnected molecules or ions with the total composition C48H102BN9O13PS in a non-equilibrium geometry, with properties calculated with the ωB97M-V functional and the def2-TZVPD basis.

CARTESIAN COORDINATES (ANGSTROEM)
C 1.836 -1.391 9.807
B 0.772 -0.608 8.823
O 0.023 0.594 9.328
N 0.515 -1.047 7.359
C -0.774 -1.788 7.060
S -1.925 -2.063 8.561
C -1.158 -2.315 5.520
P -2.786 -3.300 5.201
N -3.935 -2.142 4.944
O -3.253 -4.324 6.576
O -2.666 -4.434 3.854
C -0.057 -1.925 4.321
C -0.444 -2.384 2.759
O -1.784 -1.965 2.340
C -1.802 -0.720 1.576
C -0.639 0.425 1.479
C -0.724 1.824 0.597
C 0.576 2.834 0.584
C -2.106 2.141 -0.227
C -3.343 1.027 -0.126
C -3.211 -0.397 0.734
C -4.472 -1.446 0.764
C -4.035 -2.919 0.123
C -5.792 -0.959 -0.092
C 1.359 -1.110 4.689
C 2.509 -0.746 3.542
C 2.756 0.860 3.330
O 3.116 1.161 1.905
C 4.333 0.434 1.513
C 5.862 0.769 2.014
O 4.162 -0.636 0.696
C 1.587 -0.708 6.298
N 2.785 0.031 6.839
C 4.105 -0.603 6.528
C 2.734 1.517 6.649
C 1.343 2.414 6.403
O 3.887 2.236 6.630
H 2.923 -0.979 9.567
H 1.517 -1.147 10.913
H 1.737 -2.536 9.574
H 0.666 1.386 9.327
H -1.498 -3.299 9.147
H -4.312 -2.333 3.985
H -2.473 -4.948 6.669
H -2.349 -5.296 4.300
H 0.382 -2.112 1.979
H -0.447 -3.578 2.805
H 0.360 0.236 2.058
H 0.272 3.892 0.154
H 1.514 2.389 0.004
H 0.930 2.992 1.693
H -2.184 3.154 -0.827
H -4.331 1.335 -0.718
H -4.769 -1.607 1.893
H -3.861 -3.681 1.019
H -3.028 -2.884 -0.477
H -4.909 -3.326 -0.560
H -6.207 0.088 0.303
H -5.394 -0.728 -1.193
H -6.635 -1.769 -0.146
H 3.564 -1.202 3.865
H 2.284 -1.200 2.488
H 3.649 1.297 3.968
H 1.742 1.448 3.548
H 5.937 1.904 2.293
H 6.607 0.476 1.156
H 6.078 0.057 2.942
H 4.902 -0.381 7.378
H 4.059 -1.776 6.362
H 4.539 -0.090 5.547
H 0.700 1.993 5.507
H 0.651 2.397 7.351
H 1.652 3.555 6.246
C 4.560 4.323 -3.914
C 3.891 3.330 -2.966
C 2.452 2.942 -3.380
O 1.468 3.948 -3.126
C 1.446 5.002 -4.076
N 3.927 3.875 -1.600
H 4.219 5.352 -3.761
H 5.643 4.328 -3.757
H 4.376 4.055 -4.960
H 4.494 2.414 -2.983
H 2.151 2.077 -2.776
H 2.408 2.616 -4.426
H 1.666 4.650 -5.088
H 2.148 5.783 -3.780
H 0.447 5.447 -4.072
H 3.579 3.163 -0.956
H 3.222 4.614 -1.548
C -3.345 -1.662 -4.110
C -2.337 -0.782 -3.373
C -1.111 -0.384 -4.230
O -0.155 -1.431 -4.422
C -0.520 -2.386 -5.406
N -1.928 -1.458 -2.133
H -3.027 -2.708 -4.174
H -4.305 -1.661 -3.585
H -3.520 -1.296 -5.126
H -2.858 0.144 -3.101
H -0.573 0.410 -3.696
H -1.414 0.043 -5.193
H -1.057 -1.931 -6.244
H -1.117 -3.178 -4.952
H 0.393 -2.849 -5.790
H -1.341 -0.821 -1.593
H -1.289 -2.213 -2.394
C -3.449 6.165 -0.120
C -2.998 6.445 1.313
C -2.488 7.888 1.537
O -1.185 8.148 1.008
C -1.154 8.366 -0.395
N -1.984 5.452 1.697
H -2.610 5.995 -0.803
H -4.066 5.262 -0.155
H -4.046 6.993 -0.515
H -3.874 6.304 1.957
H -2.403 8.049 2.619
H -3.208 8.631 1.172
H -2.041 8.900 -0.749
H -1.046 7.414 -0.916
H -0.270 8.965 -0.629
H -1.767 5.574 2.687
H -1.113 5.707 1.225
C 4.352 1.331 -7.522
C 4.820 2.747 -7.854
C 4.836 3.061 -9.368
O 5.918 2.465 -10.089
C 5.737 1.089 -10.387
N 6.140 2.968 -7.247
H 5.128 0.578 -7.690
H 4.072 1.260 -6.466
H 3.476 1.055 -8.118
H 4.109 3.438 -7.384
H 4.968 4.145 -9.484
H 3.877 2.816 -9.841
H 4.692 0.848 -10.606
H 6.107 0.479 -9.562
H 6.341 0.846 -11.265
H 6.400 3.947 -7.377
H 6.825 2.459 -7.812
C -3.904 -1.692 -10.641
C -4.411 -0.563 -9.747
C -3.720 -0.502 -8.364
O -4.144 -1.510 -7.442
C -3.567 -2.788 -7.663
N -5.870 -0.679 -9.612
H -4.320 -2.668 -10.370
H -4.190 -1.512 -11.682
H -2.812 -1.766 -10.604
H -4.190 0.379 -10.264
H -3.988 0.454 -7.898
H -2.627 -0.502 -8.460
H -2.531 -2.719 -8.010
H -4.174 -3.351 -8.373
H -3.580 -3.338 -6.718
H -6.217 0.137 -9.107
H -6.057 -1.456 -8.974
C -1.607 -8.332 7.321
C -0.222 -7.734 7.086
C 0.903 -8.429 7.889
O 0.928 -8.104 9.281
C -0.039 -8.791 10.061
N -0.270 -6.292 7.368
H -2.055 -8.007 8.266
H -2.296 -8.022 6.528
H -1.570 -9.426 7.321
H 0.008 -7.865 6.022
H 1.864 -8.080 7.489
H 0.887 -9.516 7.746
H -0.204 -9.813 9.708
H -0.975 -8.231 10.070
H 0.321 -8.835 11.093
H 0.625 -5.878 7.106
H -0.299 -6.181 8.385

## Properties
Charge ... +1
E_HOMO ... -9.52 eV
Orbital gap ... 4.759 eV
2S+1 ... 1
LUMO ... -4.762 eV